ORCA calculation (ωB97M-V/def2-TZVPD) on a cluster of 3 separate species, C30H54BClN2O4S in total.

Computed properties:
orbital gap (alpha / beta)	7.21 / 7.19	eV
2S+1	3
<S²>	2.010
lowest unoccupied orbital energy (alpha / beta)	-0.731 / -0.743	eV

Each line ends with the Löwdin spin population.
Element x y z (Å)
Cl (5.1891, -0.1197, 1.0043)  0.00
S (4.6696, -1.5614, -0.4701)  0.00
O (5.7845, -2.6521, -0.4469)  0.00
O (-0.2055, -5.6945, -0.5339)  0.61
O (4.7315, -0.8143, -1.8450)  0.00
O (-0.6661, 5.9179, 0.8613)  0.62
N (-0.5048, 7.3147, 0.9486)  0.31
N (-0.7901, -6.3646, 0.5587)  0.31
C (-0.6358, 7.6861, 2.3987)  0.02
C (1.9231, 7.7940, 2.5819)  0.00
C (0.8002, 7.6574, 0.2801)  0.02
C (0.9923, 1.6005, -2.4559)  0.00
C (-3.1804, -6.2723, -0.3011)  0.01
C (-1.8195, 0.6194, -1.1098)  0.00
C (-3.1742, -7.7847, -0.4860)  0.00
C (0.5460, 2.2098, -0.9657)  0.00
C (0.0069, 0.4998, -3.2378)  0.00
C (-1.8740, 7.0227, 3.0999)  0.00
C (-0.9558, 9.1982, 2.5216)  0.00
C (-2.1727, -4.2096, 0.7374)  0.00
C (0.4515, -0.1621, -4.7034)  0.00
C (-1.7656, -8.2889, -0.7914)  0.01
C (-0.9341, -8.6703, 1.5640)  0.00
C (2.9430, -2.3103, -0.1440)  0.00
C (-0.8839, 1.6935, -0.2816)  0.00
C (-2.6602, -6.0980, 2.1888)  0.00
C (0.6243, 7.3253, 3.2261)  0.01
C (-0.7231, -7.8403, 0.2669)  0.02
C (0.9437, 6.9802, -1.1234)  0.00
C (0.7009, -8.2882, -0.2028)  0.00
C (2.6278, -3.5828, -1.1398)  0.00
C (1.8570, -2.1115, -3.2004)  0.00
C (-1.4115, -0.0096, -2.5906)  0.00
C (2.0324, 7.2846, 1.1465)  0.01
C (0.8651, 9.1725, -0.0610)  0.00
C (1.3811, -3.3391, -2.1843)  0.00
C (-2.1598, -5.7794, 0.7563)  0.02
C (-1.2369, 2.3328, 1.1960)  0.00
B (0.7449, -1.7816, -4.3818)  0.00
H (-0.5752, -9.6996, 1.4391)  0.00
H (1.2070, -4.3250, -2.8335)  0.00
H (-1.9421, -3.7950, -0.2504)  0.00
H (2.7732, 7.4249, 3.1649)  0.00
H (2.9360, -2.6657, 0.9748)  0.00
H (1.4657, -7.9843, 0.5231)  0.00
H (1.8459, 7.3307, -1.6408)  0.00
H (0.1736, -2.5871, -5.0275)  0.00
H (-2.8000, 7.2313, 2.5504)  0.00
H (2.1490, -1.1510, -2.5544)  0.00
H (-0.1455, 9.8547, 2.2181)  0.00
H (1.2576, 2.9607, -0.4161)  0.00
H (-2.9672, -5.8064, -1.2698)  0.00
H (2.1943, -1.3961, -0.3136)  0.00
H (-2.8625, -7.1495, 2.3702)  0.00
H (0.0856, 7.2212, -1.7635)  0.00
H (-1.9780, -8.7841, 1.8505)  0.00
H (0.3548, -3.1293, -1.6519)  0.00
H (-0.3579, 2.0956, 1.9581)  0.00
H (1.4993, 0.2610, -5.0830)  0.00
H (-0.0869, 9.5278, -0.4718)  0.00
H (2.0080, 1.9050, -2.9804)  0.00
H (-1.4730, -7.9276, -1.7865)  0.00
H (-2.0496, -0.7830, -3.1940)  0.00
H (-2.2112, 1.8903, 1.6735)  0.00
H (2.1605, 6.1940, 1.1713)  0.00
H (-1.8430, 9.4605, 1.9323)  0.00
H (-1.1647, 9.4710, 3.5633)  0.00
H (-1.9999, 7.4158, 4.1150)  0.00
H (1.0344, 5.8902, -1.0634)  0.00
H (2.3459, -4.4917, -0.4413)  0.00
H (0.5503, 7.7534, 4.2331)  0.00
H (1.9861, 8.8875, 2.6110)  0.00
H (-0.3808, -8.2384, 2.4058)  0.00
H (-1.3187, 3.5226, 1.1879)  0.00
H (-2.8318, 0.2214, -0.6463)  0.00
H (-1.4563, -3.7983, 1.4589)  0.00
H (0.9740, -7.8819, -1.1827)  0.00
H (-1.9382, -5.7574, 2.9411)  0.00
H (-4.1926, -5.9500, -0.0282)  0.00
H (-3.5766, -8.2760, 0.4068)  0.00
H (3.6163, -3.7933, -1.7669)  0.00
H (-3.8439, -8.0542, -1.3092)  0.00
H (2.9482, 7.6862, 0.6946)  0.00
H (-3.6095, -5.5885, 2.3946)  0.00
H (1.6354, 9.3766, -0.8152)  0.00
H (1.1421, 9.8033, 0.7815)  0.00
H (0.6808, 6.2396, 3.3640)  0.00
H (2.8819, -2.4423, -3.7156)  0.00
H (-1.7722, 5.9365, 3.2023)  0.00
H (-0.3986, -0.0894, -5.5042)  0.00
H (0.7594, -9.3798, -0.3010)  0.00
H (-1.7865, -9.3838, -0.8616)  0.00
H (-3.1640, -3.8279, 1.0063)  0.00

Cartesian forces (eV/Å) of the 2 atoms listed first:
-0.80 -0.98 -0.64
4.64 -1.59 -5.76